i) Molecular formula: C5H15N2O
Method: DFT, ωB97M-V/def2-TZVPD

Values from the calculation:
net charge	+1
spin multiplicity	1
lowest unoccupied orbital energy	-3.330	eV

Last columns: bonded neighbours and bond lengths (Å).
Atoms and positions in Å:
1 C 1.24629 -2.76855 1.87732  C2 1.542, H8 1.099, H9 1.156, H10 1.096
2 C 0.13191 -1.95059 1.19509  C1 1.542, C3 1.537, H11 1.069, H12 1.098
3 C 0.70795 -1.23444 -0.03735  C2 1.537, C4 1.543, H13 1.166, H14 1.158
4 C -0.21414 -0.13723 -0.60914  C3 1.543, C5 1.352, N7 1.491
5 C -1.45287 -0.39070 -1.08894  C4 1.352, N6 1.375, H15 1.075
6 N -2.33388 0.63621 -1.33307  C5 1.375, H16 1.028, H17 0.983
7 N 0.34013 1.24498 -0.52824  C4 1.491, H18 1.084, H19 1.000, H20 1.039
8 H 2.23883 -2.63728 1.42303  C1 1.099
9 H 1.13563 -3.90686 1.71133  C1 1.156
10 H 1.36388 -2.56771 2.94818  C1 1.096
11 H -0.71420 -2.59069 1.06076  C2 1.069
12 H -0.17903 -1.30577 2.02820  C2 1.098
13 H 1.02213 -2.14318 -0.69776  C3 1.166
14 H 1.72417 -0.76262 0.25418  C3 1.158
15 H -1.67497 -1.43535 -1.21051  C5 1.075
16 H -3.08839 0.41907 -1.99639  N6 1.028
17 H -1.85379 1.48642 -1.44392  N6 0.983
18 H 1.39974 1.10015 -0.35065  N7 1.084
19 H 0.11681 1.78824 -1.33745  N7 1.000
20 H -0.04923 1.77897 0.27353  N7 1.039
21 H 0.97240 3.72037 1.06437  O23 0.903
22 H 1.11664 4.43376 -0.15324  O23 0.959
23 O 0.98886 3.54290 0.17920  H21 0.903, H22 0.959

ii) Molecular formula: C5H15N2O
Method: DFT, ωB97M-V/def2-TZVPD

Values from the calculation:
net charge	+1
spin multiplicity	1
lowest unoccupied orbital energy	-2.913	eV

Last columns: bonded neighbours and bond lengths (Å).
Atoms and positions in Å:
1 C 2.16002 -1.98006 0.14146  C2 1.527, H8 1.090, H9 1.089, H10 1.089
2 C 1.30946 -1.18478 1.12934  C1 1.527, C3 1.545, H11 1.091, H12 1.100
3 C -0.10483 -0.78870 0.65069  C2 1.545, C4 1.530, H13 1.089, H14 1.081
4 C -0.20489 -0.34728 -0.81090  C3 1.530, N5 1.453, H15 1.074, H16 1.067
5 N 0.58280 0.82940 -1.13711  C4 1.453, C6 1.305, H17 1.005
6 C 0.23809 2.04338 -0.80578  N5 1.305, N7 1.304, H18 1.076
7 N -0.86494 2.39382 -0.20464  C6 1.304, H19 1.018, H20 1.006
8 H 2.67486 -2.77547 0.68037  C1 1.090
9 H 1.57096 -2.40301 -0.67111  C1 1.089
10 H 2.94992 -1.37970 -0.30812  C1 1.089
11 H 1.18467 -1.63354 2.11547  C2 1.091
12 H 1.79278 -0.23515 1.40314  C2 1.100
13 H -0.51204 -0.06195 1.35198  C3 1.089
14 H -0.72287 -1.67367 0.70277  C3 1.081
15 H 0.02509 -1.21332 -1.40283  C4 1.074
16 H -1.22650 -0.19554 -1.07693  C4 1.067
17 H 1.49852 0.69347 -1.52821  N5 1.005
18 H 0.92629 2.80932 -1.11868  C6 1.076
19 H -1.58226 1.75888 0.13914  N7 1.018
20 H -1.00353 3.36582 0.01331  N7 1.006
21 H -3.84791 0.37554 0.92480  O23 0.959
22 H -3.66342 1.00079 -0.46212  O23 0.967
23 O -3.18025 0.60176 0.27393  H21 0.959, H22 0.967

Unit: kJ/mol. Relative energies: i) 203.7; ii) 0.0.

i) Molecular formula: C5H15N2O
Method: DFT, ωB97M-V/def2-TZVPD

Values from the calculation:
net charge	+1
spin multiplicity	1
lowest unoccupied orbital energy	-3.419	eV

Last columns: bonded neighbours and bond lengths (Å).
Atoms and positions in Å:
1 C -1.63926 -1.19754 -0.22114  C2 1.511, N7 1.603, H8 1.081, H9 1.091
2 C -0.16551 -1.46177 -0.42161  C1 1.511, C3 1.540, H10 1.099, H11 1.087
3 C 0.44315 -0.14077 0.08504  C2 1.540, C4 1.350, C6 1.481
4 C 0.51900 0.85802 -0.82022  C3 1.350, N5 1.365, H12 1.088
5 N 0.59254 2.20467 -0.61277  C4 1.365, H13 0.995, H14 1.012
6 C 0.74871 0.01494 1.52601  C3 1.481, H15 1.089, H16 1.099, H17 1.098
7 N -2.51927 -2.21605 -1.09196  C1 1.603, H18 1.017, H19 1.011, H20 1.013
8 H -2.09215 -0.22487 -0.35386  C1 1.081
9 H -1.91262 -1.47616 0.79762  C1 1.091
10 H 0.06502 -1.48429 -1.49575  C2 1.099
11 H 0.32334 -2.35565 -0.04131  C2 1.087
12 H 0.36768 0.60089 -1.86671  C4 1.088
13 H 0.99869 2.77897 -1.31661  N5 0.995
14 H 0.82173 2.52834 0.31863  N5 1.012
15 H 1.42649 0.82407 1.79503  C6 1.089
16 H 1.31072 -0.81233 1.98187  C6 1.099
17 H -0.09496 0.15064 2.21552  C6 1.098
18 H -2.46781 -1.76924 -2.00466  N7 1.017
19 H -3.48963 -2.16810 -0.81170  N7 1.011
20 H -2.12668 -3.14872 -1.05078  N7 1.013
21 H 2.67180 3.33834 1.64157  O23 0.965
22 H 3.56971 2.54295 0.74254  O23 0.960
23 O 2.64934 2.61369 1.00524  H21 0.965, H22 0.960

ii) Molecular formula: C5H15N2O
Method: DFT, ωB97M-V/def2-TZVPD

Values from the calculation:
net charge	+1
spin multiplicity	1
lowest unoccupied orbital energy	-8.781	eV

Last columns: bonded neighbours and bond lengths (Å).
Atoms and positions in Å:
1 N 2.73387 -0.06684 -1.82845  C2 1.429, H10 1.009, H11 1.010
2 C 1.40411 -0.38506 -1.41274  N1 1.429, C3 1.523, C4 1.526, H9 1.105
3 C 0.36692 0.20120 -2.36204  C2 1.523, H13 1.088, H14 1.085, H15 1.096
4 C 1.23742 0.18998 -0.00870  C2 1.526, N5 1.395, H16 1.104, H17 1.113
5 N -0.04811 -0.09549 0.45233  C4 1.395, C6 1.414
6 C -0.28289 0.40489 1.75338  N5 1.414, C7 1.539, H19 1.094, H20 1.102
7 C -1.60949 -0.17983 2.26994  C6 1.539, O8 1.425, H21 1.088, H22 1.094
8 O -2.61703 -0.20009 1.26181  C7 1.425, H23 0.965
9 H 1.18869 -1.46503 -1.31744  C2 1.105
10 H 2.96615 -0.24904 -2.79290  N1 1.009
11 H 3.46564 -0.34834 -1.19138  N1 1.010
12 H -4.39635 0.77699 -0.01301  H18 0.747
13 H -0.63786 0.22950 -1.94586  C3 1.088
14 H 0.38517 -0.29540 -3.32607  C3 1.085
15 H 0.68389 1.23096 -2.56222  C3 1.096
16 H 1.95876 -0.20424 0.72824  C4 1.104
17 H 1.38029 1.29328 -0.01422  C4 1.113
18 H -4.53315 0.12230 0.32013  H12 0.747
19 H 0.55402 0.13620 2.40415  C6 1.094
20 H -0.32876 1.50317 1.67699  C6 1.102
21 H -1.89128 0.36877 3.16676  C7 1.088
22 H -1.48674 -1.22996 2.54953  C7 1.094
23 H -2.10840 -0.11122 0.44610  O8 0.965

Unit: kJ/mol. Relative energies: i) 0.0; ii) 470.9.

i) Molecular formula: C5H15N2O
Method: DFT, ωB97M-V/def2-TZVPD

Values from the calculation:
net charge	+1
spin multiplicity	1
lowest unoccupied orbital energy	-7.972	eV

Last columns: bonded neighbours and bond lengths (Å).
Atoms and positions in Å:
1 N 3.08111 0.91894 0.96854  H9 1.067, H10 0.959, H11 1.071
2 C 1.62985 0.13950 -1.38216  C3 1.464, H12 1.111, H13 1.087
3 C 0.65783 0.08750 -0.28880  C2 1.464, N4 1.589, H14 1.133, H15 1.127
4 N -0.80540 -0.51106 -0.44639  C3 1.589, C5 1.463, C6 1.460
5 C -0.69202 -1.83666 -1.05465  N4 1.463, H16 1.113, H17 1.121, H18 1.096
6 C -1.52923 -0.47731 0.82084  N4 1.460, C7 1.540, H19 1.154, H20 1.107
7 C -2.50931 0.70933 0.87734  C6 1.540, O8 1.428, H21 1.097, H22 1.133
8 O -1.80683 1.94775 0.76486  C7 1.428, H23 0.966
9 H 4.09355 0.63398 1.14767  N1 1.067
10 H 3.05154 1.87355 1.05065  N1 0.959
11 H 2.71160 0.63264 0.00457  N1 1.071
12 H 1.51240 0.90082 -2.18216  C2 1.111
13 H 2.13983 -0.77286 -1.67913  C2 1.087
14 H 0.38499 1.11677 0.09962  C3 1.133
15 H 0.98429 -0.50073 0.61584  C3 1.127
16 H -0.09493 -2.53418 -0.42601  C5 1.113
17 H -0.18145 -1.73747 -2.04812  C5 1.121
18 H -1.65411 -2.31573 -1.26953  C5 1.096
19 H -2.09078 -1.47605 0.96214  C6 1.154
20 H -0.83539 -0.33998 1.67191  C6 1.107
21 H -2.97731 0.74184 1.86883  C7 1.097
22 H -3.32681 0.62805 0.09727  C7 1.133
23 H -1.74343 2.17134 -0.17312  O8 0.966

ii) Molecular formula: C5H15N2O
Method: DFT, ωB97M-V/def2-TZVPD

Values from the calculation:
net charge	+1
spin multiplicity	1
lowest unoccupied orbital energy	-7.570	eV

Last columns: bonded neighbours and bond lengths (Å).
Atoms and positions in Å:
1 N -4.60831 0.24990 -0.09224  H9 1.032, H10 1.021, H23 1.005
2 C 1.62485 2.01527 0.82870  C3 1.467, H11 1.109, H12 1.101, H13 1.083
3 C 1.12423 0.91790 -0.00643  C2 1.467, N4 1.388, H15 1.102
4 N 1.56557 -0.39806 0.00127  C3 1.388, C5 1.478, C6 1.485
5 C 2.68726 -0.66296 -0.92478  N4 1.478, H16 1.119, H17 1.083, H18 1.094
6 C 0.39673 -1.20805 -0.42668  N4 1.485, C7 1.534, H19 1.094, H20 1.121
7 C -0.73715 -1.19489 0.60572  C6 1.534, O8 1.436, H21 1.115, H22 1.100
8 O -1.30373 0.11765 0.74521  C7 1.436, H14 1.010
9 H -4.55750 -0.77942 -0.04816  N1 1.032
10 H -4.54686 0.52035 0.89029  N1 1.021
11 H 2.04292 1.50673 1.72055  C2 1.109
12 H 2.52548 2.48926 0.40905  C2 1.101
13 H 0.83680 2.67659 1.16712  C2 1.083
14 H -0.46862 0.65973 0.57663  O8 1.010
15 H 0.93309 1.22884 -1.04651  C3 1.102
16 H 2.43599 -0.68907 -2.01539  C5 1.119
17 H 3.46366 0.08989 -0.86464  C5 1.083
18 H 3.03188 -1.67309 -0.68259  C5 1.094
19 H 0.76946 -2.22278 -0.59357  C6 1.094
20 H 0.07952 -0.91753 -1.46139  C6 1.121
21 H -1.60347 -1.82422 0.29627  C7 1.115
22 H -0.36557 -1.59539 1.56016  C7 1.100
23 H -5.32625 0.69332 -0.63857  N1 1.005

Unit: kJ/mol. Relative energies: i) 84.5; ii) 0.0.

i) Molecular formula: C7H10N2O2
Method: DFT, ωB97M-V/def2-TZVPD

Values from the calculation:
spin multiplicity	1
lowest unoccupied orbital energy (alpha / beta)	-0.326 / -0.320	eV

Last columns: bonded neighbours and bond lengths (Å).
Atoms and positions in Å:
1 C 1.67309 2.60495 -0.10162  N8 1.405, N9 1.385, O10 1.215
2 C -0.93403 -0.03696 -2.20119  C3 1.381, H12 1.081, H13 1.150
3 C -0.78773 -0.04806 -0.82798  C2 1.381, C5 1.422, C7 1.474
4 C 1.48560 -0.63990 0.92743  C6 1.496, H14 1.002, H15 1.161
5 C 0.08887 0.89326 -0.22123  C3 1.422, C6 1.547, N8 1.399
6 C 0.85725 0.70582 1.10802  C4 1.496, C5 1.547, N9 1.464, O11 1.409
7 C -1.53519 -1.04510 -0.03986  C3 1.474, H16 1.184, H17 1.083, H18 1.075
8 N 0.83957 1.83611 -0.93093  C1 1.405, C5 1.399, H19 1.044
9 N 1.70305 1.90041 1.09067  C1 1.385, C6 1.464, H20 1.083
10 O 2.28182 3.64872 -0.22899  C1 1.215
11 O -0.02550 0.76578 2.20514  C6 1.409, H21 0.940
12 H -1.62451 -0.74979 -2.62854  C2 1.081
13 H -0.33235 0.57777 -2.96402  C2 1.150
14 H 0.94229 -1.47431 1.03676  C4 1.002
15 H 2.18772 -0.47478 0.01738  C4 1.161
16 H -1.21855 -0.96437 1.09784  C7 1.184
17 H -2.57396 -0.74040 -0.03882  C7 1.083
18 H -1.53767 -2.05079 -0.41905  C7 1.075
19 H 0.64084 2.32178 -1.83401  N8 1.044
20 H 2.48161 2.08224 1.82104  N9 1.083
21 H 0.27233 1.26380 2.94522  O11 0.940

ii) Molecular formula: C7H10N2O2
Method: DFT, ωB97M-V/def2-TZVPD

Values from the calculation:
structure (SMILES)	C\C(N)=C/C=C\C=C/[N+](=O)[O-]
spin multiplicity	1
lowest unoccupied orbital energy (alpha / beta)	-0.930 / -0.928	eV

Last columns: bonded neighbours and bond lengths (Å).
Atoms and positions in Å:
1 C 1.49502 -1.18929 0.76278  C2 1.526, H12 1.163, H13 1.082, H14 1.110
2 C 0.42989 -1.03310 -0.31937  C1 1.526, N3 1.388, C4 1.347
3 N -0.24128 -2.22378 -0.56343  C2 1.388, H15 1.020, H16 1.071
4 C 0.41918 -0.13348 -1.32150  C2 1.347, C5 1.440, H17 1.083
5 C 0.63213 1.28977 -1.36579  C4 1.440, C6 1.383, H18 1.027
6 C 0.55297 2.08620 -0.23782  C5 1.383, C7 1.405, H19 1.102
7 C 0.00717 1.61591 0.96840  C6 1.405, C8 1.371, H20 1.119
8 C -1.06424 0.77561 1.12779  C7 1.371, N9 1.368, H21 1.031
9 N -1.89425 0.33521 0.13383  C8 1.368, O10 1.254, O11 1.231
10 O -2.95237 -0.19703 0.54669  N9 1.254
11 O -1.81183 0.50777 -1.08195  N9 1.231
12 H 2.27272 -0.32517 0.79355  C1 1.163
13 H 2.05681 -2.10950 0.66857  C1 1.082
14 H 1.04453 -1.12190 1.77471  C1 1.110
15 H -0.40911 -2.97281 0.10809  N3 1.020
16 H -1.15805 -2.27189 -1.11456  N3 1.071
17 H -0.04020 -0.44120 -2.25295  C4 1.083
18 H 0.64194 1.61854 -2.33894  C5 1.027
19 H 1.07393 3.05732 -0.26427  C6 1.102
20 H 0.38562 2.10494 1.90047  C7 1.119
21 H -1.44059 0.62788 2.07570  C8 1.031

Unit: kJ/mol. Relative energies: i) 0.0; ii) 264.9.